Density functional theory data (ωB97M-V/def2-TZVPD) for a 9-piece molecular cluster, C54H135N9O18 overall.

Summary:
LUMO level = 0.0204 Eh
ΔE to the lowest compared entry with this formula, charge and spin = 1099.51 kJ/mol
Largest force on an atom = 3.36 eV/Å
Structure (SMILES) = COCCNCCOC.COCCNCCOC.COCCNCCOC.COCCNCCOC.COCCNCCOC.COCCNCCOC.COCCNCCOC.COCCNCCOC.COCCNCCOC
M = 1198.719 Da
E_HOMO = -8.020 eV

CARTESIAN COORDINATES (ANGSTROEM)
1 C -14.56 24.52 -18.15
2 O -15.51 23.63 -18.74
3 C -15.11 23.06 -19.94
4 C -15.04 24.10 -21.07
5 N -13.65 24.56 -21.31
6 C -12.79 23.63 -22.09
7 C -11.31 23.99 -21.76
8 O -11.13 24.18 -20.36
9 C -9.76 24.17 -20.05
10 H -14.84 24.67 -17.11
11 H -14.50 25.54 -18.54
12 H -13.49 24.31 -18.29
13 H -15.92 22.37 -20.18
14 H -14.24 22.46 -19.69
15 H -15.61 25.02 -20.97
16 H -15.27 23.56 -21.99
17 H -13.35 24.98 -20.44
18 H -13.03 23.64 -23.16
19 H -12.95 22.60 -21.80
20 H -11.02 24.81 -22.43
21 H -10.76 23.09 -22.01
22 H -9.27 23.21 -20.19
23 H -9.75 24.32 -18.97
24 H -9.16 24.93 -20.55
25 C -11.09 30.89 -13.48
26 O -10.98 29.80 -14.39
27 C -10.85 28.52 -13.93
28 C -10.99 27.43 -15.12
29 N -10.37 26.09 -14.85
30 C -10.50 25.18 -15.98
31 C -9.87 23.83 -15.82
32 O -10.71 22.91 -15.07
33 C -10.13 21.69 -14.66
34 H -11.44 31.78 -14.00
35 H -10.05 31.13 -13.24
36 H -11.67 30.67 -12.58
37 H -11.63 28.45 -13.17
38 H -9.84 28.40 -13.54
39 H -10.55 27.94 -15.98
40 H -12.06 27.33 -15.32
41 H -10.74 25.76 -13.97
42 H -9.78 25.57 -16.70
43 H -11.55 25.17 -16.29
44 H -8.87 23.79 -15.37
45 H -9.58 23.36 -16.76
46 H -10.23 20.93 -15.43
47 H -10.84 21.24 -13.96
48 H -9.14 21.82 -14.24
49 C -12.65 20.76 -27.84
50 O -12.52 21.92 -28.69
51 C -13.09 21.66 -30.00
52 C -13.01 22.95 -30.96
53 N -11.69 23.10 -31.44
54 C -11.51 23.65 -32.81
55 C -10.31 24.60 -32.73
56 O -10.51 25.64 -31.80
57 C -9.24 26.40 -31.69
58 H -12.35 20.90 -26.81
59 H -11.90 20.04 -28.16
60 H -13.68 20.39 -27.83
61 H -14.14 21.41 -29.87
62 H -12.62 20.84 -30.55
63 H -13.49 23.77 -30.44
64 H -13.61 22.85 -31.87
65 H -11.20 23.78 -30.87
66 H -12.34 24.28 -33.12
67 H -11.47 22.79 -33.48
68 H -10.17 24.97 -33.74
69 H -9.38 24.06 -32.57
70 H -9.27 27.05 -32.56
71 H -8.36 25.76 -31.57
72 H -9.22 27.08 -30.84
73 C -1.01 19.19 -18.43
74 O -2.02 18.18 -18.68
75 C -1.81 17.02 -17.82
76 C -3.12 16.33 -17.62
77 N -4.02 17.11 -16.92
78 C -5.41 16.63 -16.82
79 C -6.35 17.59 -15.97
80 O -6.82 18.56 -16.87
81 C -7.59 19.57 -16.39
82 H -0.02 18.76 -18.58
83 H -1.06 19.44 -17.37
84 H -1.19 20.08 -19.03
85 H -1.55 17.44 -16.85
86 H -1.16 16.21 -18.16
87 H -3.04 15.37 -17.12
88 H -3.49 16.08 -18.62
89 H -4.01 18.02 -17.36
90 H -5.40 15.62 -16.42
91 H -5.90 16.48 -17.79
92 H -5.87 18.05 -15.11
93 H -7.19 17.08 -15.50
94 H -8.49 19.32 -15.82
95 H -8.08 20.25 -17.09
96 H -6.92 20.30 -15.94
97 C -14.56 15.17 -24.80
98 O -13.73 14.16 -24.19
99 C -14.28 13.70 -22.98
100 C -14.27 14.67 -21.74
101 N -14.83 14.03 -20.55
102 C -16.07 13.31 -20.69
103 C -17.32 14.10 -21.19
104 O -18.03 13.75 -22.42
105 C -19.41 14.19 -22.48
106 H -15.55 14.72 -24.86
107 H -14.12 15.38 -25.77
108 H -14.46 16.08 -24.21
109 H -13.74 12.79 -22.75
110 H -15.28 13.28 -23.04
111 H -14.81 15.58 -22.00
112 H -13.28 14.99 -21.38
113 H -14.12 13.43 -20.15
114 H -16.40 12.99 -19.70
115 H -15.86 12.37 -21.20
116 H -16.96 15.12 -21.33
117 H -18.07 14.07 -20.40
118 H -19.72 14.37 -23.51
119 H -19.60 15.20 -22.13
120 H -20.10 13.49 -22.00
121 C -15.44 17.52 -19.06
122 O -16.64 17.75 -18.24
123 C -16.66 19.08 -17.77
124 C -17.95 19.33 -16.91
125 N -19.18 19.48 -17.71
126 C -19.53 18.57 -18.78
127 C -19.93 17.21 -18.32
128 O -21.33 16.98 -18.24
129 C -21.70 15.82 -17.60
130 H -15.56 17.67 -20.13
131 H -15.18 16.57 -18.60
132 H -14.55 18.14 -18.89
133 H -16.52 19.87 -18.51
134 H -15.83 19.10 -17.06
135 H -17.84 20.37 -16.61
136 H -18.07 18.79 -15.97
137 H -19.83 20.24 -17.59
138 H -18.78 18.39 -19.55
139 H -20.37 19.02 -19.32
140 H -19.38 16.89 -17.44
141 H -19.63 16.44 -19.04
142 H -22.67 15.51 -17.98
143 H -21.77 16.12 -16.55
144 H -21.07 14.96 -17.83
145 C -19.66 21.12 -23.58
146 O -19.14 19.85 -23.49
147 C -19.98 18.77 -23.75
148 C -19.43 18.07 -25.05
149 N -19.76 18.69 -26.30
150 C -21.10 18.22 -26.80
151 C -21.06 16.69 -27.26
152 O -21.44 15.94 -26.08
153 C -21.55 14.56 -26.26
154 H -19.88 21.34 -24.63
155 H -18.90 21.87 -23.34
156 H -20.49 21.32 -22.90
157 H -21.07 18.89 -23.68
158 H -19.87 18.16 -22.85
159 H -19.67 17.01 -24.97
160 H -18.36 18.14 -25.23
161 H -19.76 19.67 -26.04
162 H -21.24 18.70 -27.77
163 H -21.89 18.42 -26.07
164 H -20.12 16.34 -27.69
165 H -21.91 16.67 -27.95
166 H -22.36 14.43 -26.98
167 H -21.88 13.97 -25.41
168 H -20.75 13.88 -26.54
169 C -10.85 21.41 -18.51
170 O -11.50 20.86 -19.67
171 C -11.03 19.59 -20.13
172 C -12.18 18.90 -20.90
173 N -12.34 19.47 -22.21
174 C -13.18 18.73 -23.12
175 C -13.79 19.51 -24.32
176 O -14.56 20.69 -24.03
177 C -15.94 20.54 -23.50
178 H -11.07 20.87 -17.59
179 H -11.30 22.38 -18.29
180 H -9.77 21.52 -18.62
181 H -10.67 18.96 -19.31
182 H -10.29 19.79 -20.91
183 H -13.06 18.81 -20.26
184 H -11.80 17.89 -21.05
185 H -12.59 20.42 -21.96
186 H -13.99 18.23 -22.58
187 H -12.58 17.90 -23.48
188 H -14.34 18.90 -25.03
189 H -12.99 19.79 -25.00
190 H -16.74 20.52 -24.24
191 H -16.17 21.50 -23.04
192 H -15.95 19.73 -22.76
193 C -2.53 26.18 -22.35
194 O -2.58 24.74 -22.13
195 C -3.52 24.27 -21.06
196 C -3.25 22.78 -20.80
197 N -4.28 22.35 -19.77
198 C -4.31 20.90 -19.32
199 C -5.58 20.25 -19.61
200 O -5.82 20.45 -20.99
201 C -7.01 19.73 -21.45
202 H -3.40 26.72 -22.71
203 H -1.77 26.49 -23.07
204 H -2.38 26.53 -21.33
205 H -4.53 24.47 -21.40
206 H -3.37 24.83 -20.13
207 H -2.24 22.54 -20.46
208 H -3.45 22.21 -21.70
209 H -5.20 22.50 -20.15
210 H -4.35 20.78 -18.24
211 H -3.56 20.17 -19.62
212 H -6.40 20.67 -19.04
213 H -5.55 19.18 -19.42
214 H -6.83 19.49 -22.50
215 H -7.83 20.44 -21.44
216 H -7.02 18.81 -20.86

Atom charges from the Löwdin analysis, given in e for atoms 1 to 8: -0.106 -0.182 -0.227 -0.166 -0.070 -0.166 -0.193 -0.191

---

Density functional theory data (ωB97M-V/def2-TZVPD) for a 13-piece molecular cluster, C54H138N12O4 overall.

Summary:
LUMO level = -0.2152 Eh
ΔE to the lowest compared entry with this formula, charge and spin = 1294.07 kJ/mol
Largest force on an atom = 5.30 eV/Å
Net charge = +2
M = 1019.778 Da
E_HOMO = -7.691 eV

CARTESIAN COORDINATES (ANGSTROEM)
1 N -3.71 7.28 0.32
2 H -3.45 6.36 0.00
3 H -4.67 7.22 0.61
4 H -3.62 7.99 -0.39
5 H -3.13 7.48 1.12
6 N 3.89 3.21 4.75
7 H 4.81 3.56 4.52
8 H 3.73 2.48 4.07
9 H 3.23 3.95 4.56
10 H 3.96 2.80 5.67
11 N 9.00 -1.29 1.54
12 H 8.04 -0.99 1.63
13 H 9.31 -1.78 2.36
14 H 9.59 -0.49 1.38
15 H 9.10 -1.85 0.70
16 N 8.95 5.02 -0.94
17 H 8.59 5.38 -0.07
18 H 9.50 5.68 -1.46
19 H 8.24 4.54 -1.47
20 H 9.55 4.27 -0.61
21 C 1.83 3.14 -2.09
22 C 2.95 2.46 -1.43
23 C 2.63 1.63 -0.09
24 O 3.56 1.10 0.54
25 C 1.27 1.61 0.40
26 C 0.32 2.34 -0.23
27 C 0.60 3.12 -1.51
28 O -0.33 3.70 -2.21
29 O -0.82 2.47 0.39
30 O 4.14 2.69 -1.76
31 H 2.03 3.62 -3.03
32 H 0.99 0.99 1.24
33 C 4.68 3.02 9.75
34 C 3.29 2.37 9.82
35 N 2.96 1.43 8.74
36 C 1.53 1.21 8.68
37 C 0.74 2.37 8.15
38 C 3.69 0.16 8.87
39 C 3.69 -0.69 7.61
40 H 5.53 2.34 9.84
41 H 4.68 3.65 10.63
42 H 4.88 3.69 8.91
43 H 3.19 1.81 10.75
44 H 2.58 3.20 9.93
45 H 1.29 0.36 8.03
46 H 1.11 0.95 9.65
47 H -0.33 2.16 8.10
48 H 0.89 3.32 8.68
49 H 1.06 2.71 7.16
50 H 3.27 -0.30 9.76
51 H 4.71 0.46 9.12
52 H 4.46 -1.46 7.55
53 H 4.06 -0.11 6.76
54 H 2.73 -1.15 7.38
55 C 7.58 -2.85 -5.04
56 C 8.14 -2.52 -3.66
57 N 8.69 -3.70 -2.91
58 C 7.62 -4.70 -2.79
59 C 6.37 -4.27 -2.02
60 C 9.86 -4.37 -3.48
61 C 11.04 -3.45 -3.72
62 H 8.30 -3.26 -5.75
63 H 7.28 -1.91 -5.50
64 H 6.66 -3.43 -5.08
65 H 8.90 -1.76 -3.85
66 H 7.44 -1.93 -3.06
67 H 7.26 -5.11 -3.73
68 H 8.04 -5.56 -2.27
69 H 5.69 -5.12 -2.06
70 H 6.61 -3.95 -1.01
71 H 5.88 -3.49 -2.59
72 H 9.57 -4.75 -4.46
73 H 10.12 -5.27 -2.92
74 H 11.93 -3.98 -4.07
75 H 11.28 -2.81 -2.87
76 H 10.87 -2.76 -4.54
77 C -2.00 -9.64 5.91
78 C -0.45 -9.56 5.89
79 N -0.02 -8.82 4.74
80 C 1.33 -9.32 4.28
81 C 1.16 -10.49 3.37
82 C 0.01 -7.42 5.02
83 C 0.16 -6.43 3.84
84 H -2.43 -8.66 5.75
85 H -2.42 -10.03 6.84
86 H -2.36 -10.24 5.07
87 H -0.04 -9.13 6.81
88 H -0.12 -10.59 5.89
89 H 1.94 -8.59 3.75
90 H 1.90 -9.61 5.16
91 H 0.65 -10.04 2.51
92 H 2.10 -10.97 3.09
93 H 0.57 -11.32 3.75
94 H 0.82 -7.29 5.74
95 H -0.96 -7.14 5.45
96 H 0.08 -5.41 4.21
97 H -0.50 -6.59 2.98
98 H 1.12 -6.45 3.32
99 C 5.98 2.69 -11.42
100 C 6.14 4.23 -11.27
101 N 7.56 4.70 -11.06
102 C 7.61 6.15 -11.26
103 C 9.09 6.64 -11.17
104 C 8.11 4.17 -9.82
105 C 7.49 4.65 -8.53
106 H 5.01 2.37 -11.80
107 H 6.23 2.16 -10.50
108 H 6.82 2.46 -12.07
109 H 5.97 4.64 -12.26
110 H 5.44 4.69 -10.57
111 H 6.92 6.69 -10.63
112 H 7.26 6.34 -12.27
113 H 9.18 7.68 -11.50
114 H 9.76 6.00 -11.75
115 H 9.50 6.59 -10.16
116 H 8.01 3.09 -9.93
117 H 9.18 4.38 -9.83
118 H 8.11 4.33 -7.70
119 H 7.39 5.74 -8.60
120 H 6.45 4.36 -8.36
121 C -8.58 -1.35 -5.40
122 C -9.30 -0.07 -4.95
123 N -8.57 0.87 -4.14
124 C -8.08 0.32 -2.86
125 C -9.22 0.01 -1.91
126 C -7.35 1.44 -4.78
127 C -7.79 2.20 -6.03
128 H -8.41 -1.95 -4.50
129 H -7.61 -1.12 -5.84
130 H -9.27 -1.90 -6.04
131 H -9.63 0.48 -5.83
132 H -10.21 -0.31 -4.40
133 H -7.45 -0.55 -3.04
134 H -7.43 1.10 -2.46
135 H -9.69 -0.92 -2.22
136 H -8.86 -0.29 -0.92
137 H -9.95 0.83 -1.91
138 H -6.62 0.65 -4.96
139 H -6.89 2.17 -4.11
140 H -6.94 2.82 -6.30
141 H -8.64 2.87 -5.89
142 H -7.96 1.55 -6.89
143 C -1.78 -4.58 -7.89
144 C -1.68 -3.03 -7.70
145 N -1.16 -2.72 -6.39
146 C -0.64 -1.32 -6.25
147 C 0.44 -0.99 -7.19
148 C -2.04 -2.93 -5.28
149 C -1.35 -3.07 -3.91
150 H -0.89 -5.15 -7.63
151 H -2.05 -4.77 -8.92
152 H -2.64 -4.97 -7.33
153 H -0.91 -2.66 -8.38
154 H -2.60 -2.48 -7.91
155 H -1.46 -0.61 -6.32
156 H -0.27 -1.24 -5.23
157 H 0.00 -0.90 -8.18
158 H 0.86 0.00 -7.01
159 H 1.23 -1.75 -7.23
160 H -2.65 -3.82 -5.43
161 H -2.69 -2.06 -5.18
162 H -0.51 -3.76 -3.84
163 H -1.99 -3.49 -3.13
164 H -1.07 -2.13 -3.43
165 C -9.20 7.96 4.79
166 C -7.98 7.99 3.85
167 N -8.00 7.03 2.71
168 C -9.02 7.32 1.71
169 C -8.94 6.51 0.39
170 C -8.06 5.65 3.17
171 C -6.90 5.33 4.18
172 H -9.23 7.08 5.44
173 H -10.15 8.00 4.26
174 H -9.21 8.83 5.45
175 H -7.98 8.96 3.34
176 H -7.03 7.93 4.38
177 H -9.99 7.16 2.18
178 H -8.96 8.35 1.35
179 H -9.75 6.83 -0.25
180 H -7.96 6.54 -0.09
181 H -9.21 5.47 0.55
182 H -7.91 5.01 2.30
183 H -8.99 5.34 3.65
184 H -7.18 5.72 5.16
185 H -5.95 5.79 3.90
186 H -6.77 4.25 4.24
187 C -4.18 -3.96 9.10
188 C -5.55 -3.34 8.79
189 N -5.90 -3.32 7.36
190 C -5.05 -2.30 6.63
191 C -5.21 -2.40 5.14
192 C -7.37 -3.11 7.22
193 C -7.87 -1.65 7.41
194 H -4.05 -4.90 8.56
195 H -4.06 -4.16 10.17
196 H -3.33 -3.35 8.81
197 H -6.19 -4.01 9.36
198 H -5.69 -2.34 9.22
199 H -4.03 -2.46 6.96
200 H -5.25 -1.33 7.10
201 H -5.17 -3.44 4.82
202 H -4.38 -1.92 4.61
203 H -6.09 -1.85 4.81
204 H -7.70 -3.44 6.23
205 H -7.89 -3.80 7.88
206 H -8.95 -1.53 7.33
207 H -7.63 -1.24 8.39
208 H -7.44 -0.94 6.71

Atom charges from the Löwdin analysis, given in e for atoms 1 to 8: 0.358 0.165 0.147 0.160 0.157 0.352 0.145 0.155

---

Among the records above, which one has the lowest E_HOMO? C54H135N9O18

---

Which value of E_HOMO does entry 2 give? -7.691 eV

---

What is the E_HOMO in the first record? -8.020 eV